16
Properties=species:S:1:pos:R:3:forces:R:3 method="wB97M-V/def2-TZVPD" homo_ha=-0.4988 e_tot_ha=-250.8906 total_charge=+1 molar_mass_g_mol=84.142 lumo_energy_ev=-3.94 smiles="CC1=CC[N@H+]1C" gap_ev=9.629
C -0.3265 -1.6506 -0.2210 5.9 5.0 -0.1
C 0.7460 -0.5114 -0.0574 -6.8 -5.9 -0.5
C -1.4373 -0.7126 -0.2996 -0.3 0.6 0.5
C 2.1810 -0.2509 -0.1005 0.8 0.4 -2.2
C -0.7654 1.4614 0.7175 -1.4 1.7 0.9
N -0.4368 0.4336 -0.2867 1.2 0.4 -0.8
H -0.3555 -2.6794 -0.4045 0.5 -1.4 0.2
H -2.1731 -0.5900 -1.1180 0.6 -0.5 0.2
H -1.9667 -0.8439 0.6554 -0.2 1.0 -0.2
H 2.3799 -0.1455 -1.2540 0.2 -0.4 2.0
H 2.7562 -1.0831 0.3379 -0.3 0.3 -0.4
H 2.5628 0.6903 0.3132 -0.5 -0.2 0.3
H -0.1043 2.3784 0.8384 -0.4 -1.6 -0.5
H -1.7943 1.8190 0.4951 0.7 0.1 -0.4
H -0.9921 0.9705 1.6914 1.0 0.1 -0.6
H -0.2741 0.7143 -1.3072 -0.8 0.5 1.8

56
Properties=species:S:1:pos:R:3:forces:R:3 method="wB97M-V/def2-TZVPD" homo_ha=-0.4193 e_tot_ha=-1472.2085 total_charge=+1 molar_mass_g_mol=428.474 lumo_energy_ev=-5.13 gap_ev=6.282
C 6.9447 -2.1095 0.3765 -0.3 0.0 0.2
O 5.8609 -2.5646 1.2242 -0.9 0.5 -0.2
C 4.6596 -1.9291 1.1822 0.4 0.1 -0.2
C 3.5569 -2.5744 1.7943 0.1 -0.1 -0.2
C 2.2756 -2.0778 1.6462 0.2 0.1 0.0
C 2.0361 -0.7984 1.0763 0.0 0.1 0.2
C 0.6882 -0.2436 0.8746 0.8 0.6 0.0
C -0.4398 -1.1185 0.7916 -0.6 -0.2 -0.2
C -1.7656 -0.7744 0.5964 0.9 -0.1 0.8
C -2.8893 -1.6888 0.7162 -0.7 -0.7 -0.2
C -4.2021 -1.1658 0.8402 0.3 -0.1 0.0
C -5.3115 -1.9979 0.9890 0.1 -0.1 -0.3
C -5.1576 -3.3891 0.9497 0.3 0.3 0.3
C -3.8682 -3.9313 0.8748 0.3 0.2 -0.3
C -2.7492 -3.1002 0.7373 -0.4 0.2 0.1
C 0.5511 1.2164 0.8456 0.3 0.3 -0.2
C 1.3608 2.0064 1.7078 -0.1 -0.2 0.2
C 1.1397 3.3475 1.9183 -0.2 0.1 -0.5
C 0.1615 4.0170 1.1531 -0.4 0.3 0.0
O 0.0457 5.3583 1.3514 -0.2 -0.9 -0.5
C -0.8065 6.1083 0.4502 0.2 -0.3 0.3
C -0.6120 3.2796 0.2209 0.5 0.1 0.1
C -0.3660 1.9206 0.0380 -0.4 0.0 0.2
C 3.1977 -0.0814 0.6681 -0.1 0.0 -0.5
C 4.4533 -0.6649 0.5813 -0.2 -0.3 0.4
H 7.7844 -2.7524 0.6431 -0.1 0.2 -0.1
H 6.6908 -2.2439 -0.6843 0.0 0.0 0.3
H 7.1925 -1.0584 0.5754 0.0 -0.3 0.0
H 3.7392 -3.5037 2.3285 -0.1 0.1 -0.2
H 1.4397 -2.6731 2.0076 0.2 0.1 0.1
H -0.2251 -2.1777 0.9443 0.0 0.3 -0.1
H -2.0272 0.2722 0.4332 0.1 -0.3 0.3
H -4.3343 -0.0862 0.8132 0.0 -0.1 0.1
H -6.3096 -1.5685 1.1007 0.4 -0.1 -0.1
H -6.0330 -4.0467 0.9947 0.4 0.3 0.1
H -3.7411 -5.0157 0.8893 0.0 0.4 -0.1
H -1.7592 -3.5340 0.6130 -0.3 -0.1 0.1
H 2.1990 1.5454 2.2174 -0.4 0.0 0.3
H 1.7408 3.9070 2.6269 -0.1 0.0 -0.2
H -0.7098 7.1418 0.7836 -0.1 -0.2 -0.1
H -0.4611 6.0060 -0.5888 -0.1 0.0 0.3
H -1.8490 5.7718 0.5359 0.3 0.2 0.0
H -1.3762 3.7854 -0.3679 0.4 -0.2 0.0
H -0.8511 1.3948 -0.7890 0.0 0.2 0.3
H 3.1105 0.9596 0.3604 -0.1 -0.4 -0.3
H 5.2612 -0.1400 0.0707 -0.2 -0.1 0.4
F -1.7194 -0.3949 -6.0809 0.2 0.8 1.4
C -1.6586 0.3579 -4.9385 0.1 0.9 -0.7
F -0.5005 1.0930 -4.9763 -1.1 -0.5 -0.2
F -2.7102 1.2485 -4.9877 1.0 -0.8 0.0
C -1.6991 -0.4686 -3.6717 0.0 -0.5 -0.4
N -1.8909 0.3428 -2.4642 -0.2 -0.1 -0.4
H -2.4892 -1.2155 -3.8426 0.2 0.1 0.2
H -0.7233 -0.9671 -3.6433 -0.3 -0.1 0.1
H -2.4217 1.1738 -2.7177 -0.1 -0.2 0.2
H -2.4321 -0.1977 -1.7895 0.0 0.3 -0.4

102
Properties=species:S:1:pos:R:3:forces:R:3 method="wB97M-V/def2-TZVPD" homo_ha="-0.2173 / -0.2622" e_tot_ha=-6369.4263 spin_multiplicity=8 molar_mass_g_mol=1053.764 lumo_energy_ev="-0.13 / -0.13" gap_ev="5.782 / 7.004"
Eu 0.8432 -0.4025 -1.6277 -0.1 -1.0 -0.5
C 2.1322 -4.9436 -2.6833 0.2 -0.2 -0.6
N 2.9404 -4.3251 -1.6646 0.3 1.4 0.4
C 3.3683 -5.0969 -0.5102 -1.4 1.2 1.0
C 3.0372 -2.9524 -1.7187 -0.9 -1.2 -1.1
O 2.5778 -2.3175 -2.6735 0.3 -0.1 0.5
C 3.5962 -2.1968 -0.5547 -0.4 -0.3 0.4
O 3.3872 -0.8533 -0.8657 -0.3 0.4 -0.3
C 3.6578 0.0109 0.1886 -0.7 0.8 -0.6
C 3.0066 1.3880 -0.1143 -0.1 -1.2 -1.0
O 2.3096 1.5920 -1.1346 1.0 -0.1 1.0
N 3.2513 2.3004 0.8013 0.2 0.5 0.3
C 3.9980 2.0363 2.0306 0.1 -0.5 -0.4
C 2.7478 3.6431 0.6308 0.1 0.5 0.5
H 2.6645 -5.6867 -3.2746 0.2 -0.1 0.1
H 1.7669 -4.1842 -3.3492 0.0 0.3 -0.3
H 1.2577 -5.3775 -2.2581 -0.7 -0.6 0.5
H 2.6149 -5.8089 -0.1736 -0.2 -0.1 -0.5
H 3.4846 -4.4627 0.3783 0.1 0.1 -0.3
H 4.2728 -5.5946 -0.6570 1.5 -0.9 -0.5
H 4.6413 -2.4055 -0.3961 0.6 -0.2 0.1
H 3.0477 -2.5137 0.3466 0.0 0.4 0.0
H 4.7192 0.0824 0.3243 0.8 0.3 0.2
H 3.2068 -0.3402 1.0945 -0.3 -0.4 0.6
H 3.6003 2.6521 2.8307 -0.4 -0.1 0.1
H 5.0211 2.3788 1.8840 0.3 -0.3 0.1
H 3.9407 0.9553 2.2990 0.2 1.2 -0.1
H 3.5418 4.3660 0.8681 -0.2 -0.2 0.0
H 1.9499 3.7489 1.3679 -0.2 0.5 -0.2
H 2.4126 3.8280 -0.3886 -0.1 -0.2 0.2
C 2.3014 1.5537 -4.3587 1.9 0.4 -0.5
O 1.0158 1.2448 -3.9354 -0.1 -0.5 0.6
C 0.0909 2.2328 -3.9469 0.2 0.5 0.3
C 0.1514 3.3205 -4.7962 0.5 -1.1 0.3
C -0.8936 4.2310 -4.8295 -0.3 0.8 -1.0
Br -0.7731 5.6606 -6.1233 -0.1 -0.4 0.5
C -2.0201 4.0408 -4.0774 0.5 2.1 -1.4
C -1.9823 3.0373 -3.1582 -0.7 -2.2 2.1
C -0.9081 2.1017 -2.9243 -0.2 1.8 -2.2
O -0.8691 1.2382 -2.0271 -0.1 -0.5 0.9
C -3.1892 2.6862 -2.4869 0.6 -1.4 1.0
N -3.3229 1.7655 -1.5066 1.2 0.5 -0.5
C -4.6040 1.6323 -1.1254 -2.2 -0.1 0.1
C -5.2074 0.8219 -0.1599 -0.8 0.4 -0.2
C -6.5562 1.0301 0.0878 0.1 1.7 -1.0
C -7.2691 2.0422 -0.6292 -0.3 -0.5 0.2
C -6.7278 2.7490 -1.6964 0.6 -0.6 0.6
C -5.3548 2.5079 -1.9203 -0.3 0.3 0.2
N -4.4082 3.0803 -2.7892 -1.9 1.0 0.2
H 2.6753 2.5193 -3.9617 -0.4 -0.5 0.1
H 2.4076 1.6275 -5.4445 -0.4 -0.1 -0.1
H 3.0025 0.7615 -4.0493 -0.5 0.2 0.1
H 1.0099 3.3862 -5.4556 -0.2 0.2 0.0
H -2.8558 4.7577 -4.1829 0.5 -0.6 0.1
H -2.5407 1.2530 -1.1570 0.8 -0.4 0.0
H -4.6778 0.0673 0.3633 0.6 -0.5 0.4
H -7.0934 0.5471 0.8763 0.0 -0.5 0.3
H -8.3094 2.2698 -0.3333 0.7 -0.3 -0.3
H -7.3758 3.4207 -2.2479 0.4 0.1 -0.1
H -4.5695 3.9265 -3.2950 -0.2 0.1 -0.4
F -1.1481 -3.6834 -1.5432 0.7 -0.4 0.1
C -0.9355 -2.6012 -2.4476 -0.6 0.0 -0.2
F -0.9409 -3.2336 -3.7011 0.4 0.0 -0.1
C -2.3366 -2.0157 -2.3662 -0.3 -1.0 -0.5
F -2.5157 -1.6502 -1.1132 -0.6 0.8 1.6
F -3.3819 -2.8573 -2.6764 0.6 0.3 0.1
F -2.5249 -0.9267 -3.1096 0.0 0.6 -0.8
O 0.7978 -0.5163 0.6847 -0.4 0.5 0.2
Si 0.2189 -0.5971 2.1705 0.0 -0.4 0.6
C 1.6615 -1.5371 3.0333 0.4 0.5 0.7
C 2.6894 -0.7425 3.5788 0.0 0.5 -0.3
C 3.9787 -1.2340 3.8666 -0.3 0.7 1.0
C 4.2572 -2.5877 3.7425 -0.9 0.9 -0.8
C 3.2283 -3.3844 3.2266 0.2 0.5 0.6
C 1.9632 -2.8992 2.9396 0.1 0.5 0.1
C -0.0921 1.0162 3.1593 0.6 -0.6 -0.6
C -0.1574 2.2544 2.5181 -0.1 -0.9 -0.1
C -0.5256 3.3909 3.2015 0.8 0.5 -0.6
C -0.7511 3.3006 4.5454 -0.3 1.0 1.1
C -0.6422 2.1042 5.2194 -0.4 -0.5 0.9
C -0.3097 0.9520 4.5352 0.0 -0.3 -0.1
C -1.4421 -1.5021 2.2665 0.3 -0.3 -0.7
C -2.6685 -0.9487 2.6838 0.8 -1.0 -0.1
C -3.8532 -1.6235 2.4555 -0.2 -0.9 0.1
C -3.8416 -2.8873 1.8216 1.4 1.9 0.4
C -2.6247 -3.4351 1.3952 -0.6 -0.3 0.2
C -1.4309 -2.7524 1.6138 -0.3 0.6 0.2
H 2.4418 0.3267 3.7504 0.4 -0.7 -0.1
H 4.7473 -0.5737 4.3314 -0.7 -0.4 -0.5
H 5.2371 -2.8955 4.0471 0.2 -0.7 -0.1
H 3.3508 -4.4180 3.1078 0.4 -1.4 0.0
H 1.1839 -3.6059 2.7188 -0.1 -0.2 -0.4
H 0.0874 2.2710 1.4701 0.0 0.2 -0.4
H -0.4785 4.3571 2.7086 -0.3 0.0 0.0
H -0.9635 4.2016 5.1180 -0.1 -0.1 -0.1
H -0.8779 2.0429 6.2891 0.3 0.2 -0.4
H -0.2053 0.0026 5.0768 -0.1 0.3 -0.3
H -2.6169 -0.0840 3.2993 -0.3 0.9 0.2
H -4.8116 -1.2482 2.8376 0.4 0.0 -0.2
H -4.8042 -3.2914 1.6844 -0.7 -1.1 -0.4
H -2.6428 -4.4006 0.9029 0.2 0.1 -0.1
H -0.4628 -3.1206 1.2477 -0.6 -0.1 0.0

19
Properties=species:S:1:pos:R:3:forces:R:3 method="wB97M-V/def2-TZVPD" homo_ha=-0.4070 e_tot_ha=-198.8205 molar_mass_g_mol=74.167 lumo_energy_ev=1.06 smiles=CCC.CC gap_ev=12.137
C 1.9766 -1.4470 0.7493 0.0 0.0 4.8
C 1.4566 -2.8618 0.8146 -0.9 -1.3 -2.4
H 2.7178 -1.5057 1.6916 -1.4 1.5 -2.2
H 2.4013 -1.0772 -0.1172 1.6 -0.2 -1.8
H 1.1428 -0.7076 0.8314 0.6 -0.5 0.9
H 1.6615 -3.3257 -0.2050 -0.5 -0.1 1.4
H 0.3916 -2.8766 1.0050 -0.6 0.2 -0.6
H 1.7443 -3.5383 1.6204 1.1 0.4 -0.2
C -1.0801 1.0885 -0.5408 -0.2 -0.8 -1.0
C -0.1796 2.2487 -0.2060 2.8 -5.0 3.6
C -2.5113 1.4107 -1.0071 1.9 -0.6 4.0
H -0.5502 0.5021 -1.3076 -0.5 0.1 -0.2
H -1.1578 0.3940 0.2762 0.1 -0.2 0.7
H -0.3121 2.4756 0.8422 -0.4 1.2 0.0
H -0.1573 2.9657 -0.8896 -0.2 3.5 -2.5
H -3.1175 1.8152 -0.1987 -0.2 -0.1 -0.1
H -2.4504 2.0456 -1.7566 0.2 3.7 -3.4
H 0.9286 1.8035 -0.1396 -2.1 0.9 -0.4
H -2.9049 0.5903 -1.4624 -1.5 -2.7 -0.7

19
Properties=species:S:1:pos:R:3:forces:R:3 method="wB97M-V/def2-TZVPD" homo_ha=-0.3031 e_tot_ha=-344.2480 molar_mass_g_mol=104.153 lumo_energy_ev=0.87 smiles=CNC[C@H](N)CO gap_ev=9.115
N 1.4350 -0.4561 1.2767 0.4 3.5 4.0
C 0.5191 -0.7153 0.2593 -4.1 0.9 -2.3
C 1.0996 -1.7039 -0.8119 2.0 -0.2 -0.8
O 0.3872 -2.2743 -1.9991 0.7 2.3 1.4
C 0.2110 0.6344 -0.4970 -0.9 -1.7 -0.5
N -0.6701 1.6914 -0.0805 -1.9 -1.6 0.2
C -2.0169 1.6524 0.5631 1.9 -0.1 0.6
H 1.4515 0.6440 1.2432 0.9 -2.6 0.3
H 1.0135 -0.4952 2.2723 0.8 -0.8 -2.1
H -0.5161 -1.0476 0.5888 1.1 -0.2 -0.1
H 2.0761 -1.0650 -1.2970 -2.5 -2.4 1.5
H 1.2897 -2.6275 -0.2036 1.0 1.0 -0.5
H -0.1626 -2.9752 -1.6724 -0.4 -0.5 0.3
H -0.1333 0.1811 -1.4097 -0.3 0.5 -1.1
H 1.1570 1.1177 -0.6372 0.7 0.1 -0.5
H -0.2145 2.4903 0.1803 1.4 2.1 0.7
H -2.5589 2.5381 0.1676 -0.1 -0.9 0.4
H -1.8729 1.7217 1.6890 -0.6 0.1 -1.1
H -2.4943 0.6892 0.3683 -0.2 0.4 -0.2

22
Properties=species:S:1:pos:R:3:forces:R:3 method="wB97M-V/def2-TZVPD" homo_ha="-0.2736 / -0.2922" e_tot_ha=-846.7400 molar_mass_g_mol=170.042 lumo_energy_ev="-0.31 / -0.36" gap_ev="7.139 / 7.591"
B -0.0899 -1.9702 0.2556 -1.9 -1.9 -0.8
C 2.4123 -0.9998 0.6815 -0.4 2.0 -0.3
C 0.2904 1.3397 0.4605 0.8 0.3 0.0
C 1.2077 -1.3982 0.5073 1.4 -0.5 -0.4
C -0.8695 1.0309 -0.0706 0.3 0.0 -0.5
C 2.7030 0.4821 0.4846 -0.2 -1.7 -2.4
C 1.5931 1.1114 -0.2932 -0.2 2.0 -2.3
C -3.5271 1.1913 -0.8137 0.9 0.2 -0.7
O -1.0064 -1.9471 1.2749 2.1 1.0 0.9
O -0.5844 -2.6788 -0.8796 -0.2 0.9 1.2
S -2.3778 0.7796 0.5087 -1.2 -0.2 0.9
H 3.1761 -1.6000 1.0559 1.3 -1.2 0.6
H 0.3208 1.8985 1.4232 0.1 -0.4 -0.5
H 2.6594 0.9305 1.3869 0.5 1.4 3.4
H 3.6664 0.6775 0.0220 0.1 -0.2 0.0
H 1.3663 0.4862 -1.2288 0.3 1.1 1.2
H 1.9862 2.1796 -0.6213 -0.9 -2.0 0.4
H -3.0582 0.8830 -1.7276 0.2 -0.7 -0.5
H -3.6362 2.2474 -1.0161 -0.5 0.4 0.7
H -4.4389 0.6332 -0.6657 -0.3 0.2 0.1
H -1.7489 -2.2093 0.8073 -3.1 -1.0 -0.8
H -0.0444 -3.0677 -1.5515 0.8 0.1 -0.3

8
Properties=species:S:1:pos:R:3:forces:R:3 method="wB97M-V/def2-TZVPD" homo_ha=-0.1465 e_tot_ha=-1463.4172 total_charge=-1 molar_mass_g_mol=154.623 lumo_energy_ev=3.22 gap_ev=7.210
C -3.2639 -1.1051 -0.2123 0.0 0.6 -1.4
C -1.2997 0.2536 0.0832 -0.4 -0.1 2.3
N -2.3556 -0.3649 -0.5193 -1.4 -1.3 -0.6
O -4.2191 -1.7865 -0.2520 0.5 0.1 0.7
S -1.0393 -0.0782 1.7338 -0.1 0.2 0.3
S 0.1354 0.2790 -0.8885 -1.2 -2.4 -4.2
Cl -2.1335 2.3662 -0.0951 0.2 -0.1 -0.1
H 0.6193 1.0572 -0.0990 2.4 3.0 2.9

10
Properties=species:S:1:pos:R:3:forces:R:3 method="wB97M-V/def2-TZVPD" homo_ha=-0.3475 e_tot_ha=-1133.7824 molar_mass_g_mol=150.184 lumo_energy_ev=0.09 smiles="O=C1NSC(=O)SN1" gap_ev=9.541
C 1.3151 -0.0220 0.0152 -1.3 1.0 -0.3
C -1.9257 0.0164 -0.0279 0.0 0.0 0.4
H 1.0389 1.7404 1.0159 -0.2 0.0 -0.1
H 1.0600 -1.7996 -0.9915 -1.0 1.3 0.8
N 0.5161 1.0248 0.5282 0.2 -0.8 -0.3
N 0.5179 -1.0188 -0.5337 0.5 -1.3 -0.1
O 2.5096 0.0160 -0.0113 0.7 -0.3 0.1
O -3.1184 0.0166 -0.0024 0.2 0.0 -0.2
S -0.9421 1.5114 -0.2287 0.2 -0.4 0.1
S -0.9714 -1.4852 0.2361 0.6 0.5 -0.5